C15H11Cl5FeN5O2S as an isolated structure in a non-equilibrium geometry, computed with ωB97M-V/def2-TZVPD.

Results
Orbital gap (spin up / spin down) (eV): 3.234 / 3.915
HOMO level (spin up / spin down) (eV): 1.015 / 0.325
E_tot (eV): -135100.3300
<S²>: 8.806

ORCA input file:
```
! wB97M-V def2-TZVPD RIJCOSX def2/J DEFGRID3
* xyz -2 6
Fe -1.094 0.487 -0.305
Cl -1.871 3.910 6.100
C -1.496 2.814 4.795
C -1.888 3.130 3.491
Cl -2.742 4.582 3.098
C -1.564 2.224 2.498
Cl -1.870 2.267 0.821
C -0.890 1.036 2.671
O -0.738 0.414 1.572
C -0.501 0.727 3.987
Cl 0.358 -0.761 4.293
C -0.801 1.611 5.050
Cl -0.313 1.219 6.680
C 1.808 -0.008 -3.067
N 0.820 -1.058 -2.998
C 1.096 -2.407 -3.107
C -0.047 -3.096 -2.998
N -1.079 -2.210 -2.816
C -0.570 -0.901 -2.809
S -1.474 0.468 -2.618
H 2.807 -0.426 -3.219
H 1.787 0.564 -2.135
H 1.559 0.661 -3.897
H 2.098 -2.781 -3.257
H -0.207 -4.162 -3.036
H -2.056 -2.441 -2.703
N 0.824 -2.530 0.342
C 1.071 -1.197 0.106
O -0.032 -0.670 0.366
C 2.264 -0.709 -0.305
C 2.457 0.687 -0.536
N 2.707 1.805 -0.749
C 3.382 -1.567 -0.529
N 4.335 -2.205 -0.732
H 0.359 -2.502 1.252
H -0.006 -2.705 -0.227
C -2.386 1.893 -1.121
H -2.104 2.924 -1.420
H -3.464 1.730 -1.326
H -0.538 -0.820 -1.214
*
```

A 12-piece molecular cluster, C60H132N12 overall in a non-equilibrium geometry, computed with ωB97M-V/def2-TZVPD.

Results
SMILES: CCN(CC)CC.CCN(CC)CC.CCN(CC)CC.CCN(CC)CC.CCN(CC)CC.CCN(CC)CC.CCCC#N.CCCC#N.CCCC#N.CCCC#N.CCCC#N.CCCC#N
Orbital gap (eV): 8.216
Energy relative to the best compared isomer or geometry (same formula, charge and spin) (kcal per mole): 0.0
HOMO level (eV): -7.970
E_tot (eV): -82238.5144

ORCA input file:
```
! wB97M-V def2-TZVPD RIJCOSX def2/J DEFGRID3
* xyz 0 1
C -3.503 -0.382 6.032
C -3.000 -1.205 4.826
C -1.503 -1.525 4.872
C -1.095 -2.404 5.947
N -0.726 -3.069 6.809
H -3.395 -0.877 6.997
H -4.576 -0.195 6.011
H -3.106 0.629 6.134
H -3.267 -0.741 3.876
H -3.490 -2.176 4.758
H -0.962 -0.589 5.012
H -1.199 -1.933 3.908
C 6.304 0.580 -0.836
C 6.607 1.479 0.405
C 5.766 1.109 1.660
C 4.294 1.286 1.543
N 3.148 1.418 1.496
H 6.908 0.905 -1.683
H 5.250 0.633 -1.111
H 6.447 -0.497 -0.748
H 6.367 2.499 0.105
H 7.671 1.478 0.641
H 6.041 1.732 2.511
H 5.995 0.084 1.952
C -6.840 -1.166 4.107
C -7.091 0.349 4.245
C -6.945 1.229 2.981
C -5.662 1.034 2.322
N -4.621 0.863 1.856
H -7.066 -1.683 5.039
H -5.800 -1.360 3.845
H -7.446 -1.568 3.294
H -6.500 0.781 5.052
H -8.123 0.529 4.545
H -6.968 2.294 3.212
H -7.726 1.049 2.241
C 1.326 5.114 -1.079
C 2.679 4.759 -0.489
C 3.453 3.642 -1.299
C 3.796 3.992 -2.679
N 4.117 4.339 -3.746
H 1.426 5.234 -2.157
H 0.912 6.025 -0.645
H 0.680 4.277 -0.816
H 2.682 4.405 0.542
H 3.343 5.621 -0.427
H 2.937 2.682 -1.288
H 4.378 3.398 -0.776
C -4.834 -3.097 1.717
C -4.567 -3.010 0.209
C -4.939 -1.686 -0.343
C -6.372 -1.289 -0.293
N -7.488 -1.001 -0.281
H -4.351 -2.255 2.213
H -4.471 -4.073 2.041
H -5.913 -3.044 1.861
H -5.098 -3.840 -0.259
H -3.500 -3.165 0.050
H -4.550 -1.680 -1.361
H -4.314 -0.918 0.111
C -1.256 -0.253 1.244
C 0.221 -0.011 0.958
C 0.507 0.783 -0.330
C -0.185 0.214 -1.523
N -0.706 -0.238 -2.456
H -1.711 -0.919 0.511
H -1.862 0.645 1.361
H -1.239 -0.716 2.231
H 0.829 -0.915 0.998
H 0.780 0.575 1.687
H 1.572 0.925 -0.516
H 0.117 1.795 -0.215
C 6.139 -0.925 5.980
C 5.695 -1.573 4.639
N 4.279 -1.926 4.662
C 3.975 -3.026 3.717
C 4.180 -2.733 2.200
C 3.478 -0.716 4.415
C 1.970 -0.993 4.376
H 6.040 -1.671 6.769
H 5.582 -0.026 6.242
H 7.184 -0.626 5.902
H 5.928 -0.832 3.874
H 6.407 -2.360 4.388
H 4.691 -3.813 3.952
H 3.031 -3.526 3.932
H 3.280 -2.273 1.793
H 5.017 -2.074 1.969
H 4.341 -3.683 1.691
H 3.674 -0.286 3.433
H 3.693 0.007 5.202
H 1.658 -1.413 5.333
H 1.662 -1.662 3.572
H 1.477 -0.022 4.332
C -7.068 2.914 -1.853
C -6.196 1.756 -2.417
N -4.799 2.096 -2.635
C -4.092 2.304 -1.396
C -2.876 3.234 -1.592
C -4.128 1.012 -3.385
C -4.811 0.655 -4.752
H -8.121 2.633 -1.828
H -6.927 3.858 -2.380
H -6.867 3.149 -0.808
H -6.135 0.913 -1.728
H -6.647 1.379 -3.335
H -4.724 2.776 -0.643
H -3.617 1.442 -0.927
H -3.180 4.178 -2.043
H -2.300 3.425 -0.687
H -2.127 2.836 -2.277
H -3.997 0.125 -2.766
H -3.113 1.354 -3.585
H -4.076 0.260 -5.453
H -5.223 1.549 -5.220
H -5.591 -0.105 -4.701
C 1.815 5.263 3.112
C 0.357 5.498 2.645
N -0.603 4.694 3.459
C -0.651 4.996 4.890
C -0.688 6.510 5.223
C -0.500 3.272 3.283
C -1.751 2.425 3.755
H 2.524 5.802 2.484
H 2.111 4.215 3.143
H 1.998 5.725 4.082
H 0.097 6.557 2.670
H 0.339 5.178 1.603
H -1.552 4.583 5.342
H 0.247 4.668 5.415
H 0.089 7.093 4.728
H -1.604 6.844 4.735
H -0.775 6.759 6.281
H 0.336 2.854 3.844
H -0.263 3.042 2.243
H -1.458 1.378 3.679
H -2.574 2.580 3.057
H -2.006 2.641 4.792
C 3.900 -3.663 -5.845
C 3.200 -2.591 -4.939
N 3.786 -2.630 -3.614
C 3.010 -1.837 -2.635
C 3.233 -2.302 -1.186
C 5.224 -2.331 -3.538
C 5.619 -0.926 -4.026
H 3.381 -3.687 -6.803
H 3.762 -4.642 -5.385
H 4.947 -3.456 -6.066
H 3.285 -1.591 -5.366
H 2.158 -2.883 -4.814
H 1.954 -2.038 -2.816
H 3.176 -0.770 -2.786
H 2.429 -1.986 -0.521
H 4.179 -1.903 -0.820
H 3.147 -3.389 -1.187
H 5.564 -2.555 -2.526
H 5.780 -3.026 -4.168
H 5.328 -0.808 -5.070
H 5.119 -0.225 -3.357
H 6.698 -0.788 -3.952
C -1.142 -0.133 -6.204
C -0.527 1.287 -6.563
N 0.965 1.383 -6.482
C 1.427 1.130 -5.111
C 0.923 2.237 -4.207
C 1.671 0.584 -7.413
C 1.306 0.744 -8.891
H -1.031 -0.379 -5.148
H -0.520 -0.848 -6.743
H -2.173 -0.118 -6.556
H -0.810 1.602 -7.567
H -0.907 2.113 -5.963
H 1.203 0.153 -4.685
H 2.515 1.171 -5.048
H 1.266 3.252 -4.407
H -0.156 2.244 -4.055
H 1.414 1.967 -3.272
H 1.761 -0.468 -7.141
H 2.718 0.872 -7.325
H 2.132 0.468 -9.547
H 1.036 1.786 -9.059
H 0.424 0.202 -9.232
C -1.836 -7.098 0.083
C -1.661 -5.772 -0.733
N -0.560 -4.920 -0.350
C -0.581 -4.519 1.083
C 0.821 -4.315 1.577
C -0.399 -3.742 -1.217
C 0.103 -4.069 -2.639
H -0.883 -7.607 0.229
H -2.621 -7.717 -0.352
H -2.175 -6.878 1.095
H -1.592 -5.999 -1.796
H -2.598 -5.214 -0.747
H -1.221 -3.652 1.248
H -1.004 -5.276 1.744
H 1.206 -3.417 1.095
H 0.784 -4.163 2.656
H 1.390 -5.187 1.254
H 0.248 -2.980 -0.783
H -1.402 -3.334 -1.340
H -0.067 -3.289 -3.381
H -0.350 -4.940 -3.112
H 1.185 -4.206 -2.620
*
```

C24H26ClN6O5Pt as an isolated structure in a non-equilibrium geometry, computed with ωB97M-V/def2-TZVPD.

Results
Orbital gap (eV): 6.653
Energy relative to the best compared isomer or geometry (same formula, charge and spin) (kcal per mole): 0.0
HOMO level (eV): -10.778
E_tot (eV): -60250.8421

ORCA input file:
```
! wB97M-V def2-TZVPD RIJCOSX def2/J DEFGRID3
* xyz 1 1
Pt -0.208 -0.450 -0.585
O -0.390 -2.766 1.405
C -0.110 -2.744 2.789
C -1.007 -1.758 3.525
N -0.883 -0.393 2.963
C 0.143 0.311 3.202
C 2.498 0.568 0.941
O 2.832 1.670 0.952
O 2.210 -0.563 0.900
C -2.035 0.133 2.201
C -1.705 1.301 1.235
O -2.511 2.193 1.184
O -0.593 1.198 0.562
H 0.221 -2.186 0.931
H 0.945 -2.536 2.992
H -0.333 -3.733 3.193
H -0.745 -1.711 4.582
H -2.051 -2.048 3.436
H 0.935 -0.107 3.813
H 0.231 1.303 2.780
H -2.766 0.488 2.927
H -2.458 -0.702 1.642
C -1.347 -3.618 -1.309
C -0.025 -3.182 -1.831
N 0.513 -1.980 -1.674
C 1.717 -1.968 -2.355
C 1.900 -3.177 -2.931
N 0.799 -3.934 -2.593
C 0.601 -5.319 -2.990
N 1.601 -6.165 -2.412
N 2.361 -6.942 -3.234
N 3.105 -7.696 -2.535
C 2.853 -7.449 -1.198
C 3.417 -8.017 -0.054
C 2.960 -7.560 1.160
C 1.972 -6.559 1.242
C 1.410 -5.986 0.123
C 1.872 -6.464 -1.107
H -1.675 -2.902 -0.558
H -1.297 -4.605 -0.849
H -2.089 -3.650 -2.110
H 2.342 -1.094 -2.380
H 2.702 -3.576 -3.527
H 0.706 -5.415 -4.069
H -0.403 -5.623 -2.699
H 4.178 -8.781 -0.133
H 3.364 -7.973 2.075
H 1.643 -6.231 2.220
H 0.661 -5.211 0.212
Cl -6.641 2.394 -0.145
C -5.166 1.680 -0.704
C -4.166 2.487 -1.221
C -2.986 1.909 -1.654
C -2.796 0.532 -1.591
C -1.538 -0.090 -2.076
C -3.822 -0.259 -1.071
C -5.004 0.304 -0.625
H -4.310 3.557 -1.267
H -2.194 2.540 -2.040
H -0.976 0.557 -2.751
H -1.721 -1.053 -2.553
H -3.697 -1.336 -1.029
H -5.802 -0.310 -0.231
*
```

C3H6NS as an isolated structure in a non-equilibrium geometry, computed with ωB97M-V/def2-TZVPD.

Results
Orbital gap (eV): 8.881
Energy relative to the best compared isomer or geometry (same formula, charge and spin) (kcal per mole): 3.4
HOMO level (eV): -13.105
E_tot (eV): -15524.4381

ORCA input file:
```
! wB97M-V def2-TZVPD RIJCOSX def2/J DEFGRID3
* xyz 1 1
C -0.352 1.171 -0.168
C -1.653 1.009 0.265
C 0.045 -0.273 -0.522
N 1.129 -0.934 0.250
S -1.804 -0.728 -0.041
H 0.426 1.920 -0.345
H -2.289 1.624 0.907
H 0.392 -0.402 -1.512
H 2.081 -0.693 -0.143
H 1.105 -1.939 0.073
H 0.920 -0.756 1.237
*
```

A 2-piece molecular cluster, C4H6N2O overall, computed with ωB97M-V/def2-TZVPD.

Results
Orbital gap (eV): 9.024
Energy relative to the best compared isomer or geometry (same formula, charge and spin) (kcal per mole): 125.4
HOMO level (eV): -9.014
E_tot (eV): -9268.0644

ORCA input file:
```
! wB97M-V def2-TZVPD RIJCOSX def2/J DEFGRID3
* xyz 0 1
C -0.863 1.682 0.960
O -0.714 0.361 1.088
C -0.211 -0.145 -0.079
C 0.831 0.351 -0.794
N 0.913 -0.306 -1.992
C -0.059 -1.181 -1.977
N -0.778 -1.145 -0.812
H 1.042 0.634 2.482
H 0.988 0.085 2.978
H -0.734 2.036 2.008
H 1.469 1.183 -0.520
H -0.317 -1.839 -2.792
H -1.567 -1.716 -0.551
*
```

One molecule with the formula ClFOS in a non-equilibrium geometry, computed with ωB97M-V/def2-TZVPD.

Results
Orbital gap (eV): 10.558
Energy relative to the best compared isomer or geometry (same formula, charge and spin) (kcal per mole): 4.7
HOMO level (eV): -11.718
E_tot (eV): -28121.9984

ORCA input file:
```
! wB97M-V def2-TZVPD RIJCOSX def2/J DEFGRID3
* xyz 0 1
O 0.036 1.434 -0.121
F 1.295 -0.528 -0.263
S 0.114 0.230 0.611
Cl -1.445 -1.136 -0.226
*
```

C21H22Cl2N8O11P2RuS as an isolated structure, computed with ωB97M-V/def2-TZVPD.

Results
Orbital gap (spin up / spin down) (eV): 6.995 / 6.989
Energy relative to the best compared isomer or geometry (same formula, charge and spin) (kcal per mole): 23.4
HOMO level (spin up / spin down) (eV): -5.076 / -5.075
E_tot (eV): -113625.2192
<S²>: 0.754

ORCA input file:
```
! wB97M-V def2-TZVPD RIJCOSX def2/J DEFGRID3
* xyz -1 2
Ru 0.445 0.297 0.582
Cl 1.758 5.024 0.253
C 2.772 3.650 0.527
C 4.150 3.842 0.717
C 4.980 2.779 0.918
Cl 6.687 3.054 1.145
C 4.476 1.458 0.938
C 5.244 0.287 1.117
C 4.627 -0.930 1.107
C 3.235 -1.005 0.920
N 2.505 0.064 0.745
C 3.093 1.294 0.757
C 2.209 2.391 0.554
O 0.923 2.172 0.386
H 4.545 4.847 0.704
H 6.312 0.371 1.263
H 5.189 -1.843 1.246
H 2.706 -1.948 0.929
N -1.491 -4.326 1.458
C -1.530 -3.750 0.045
C -1.759 -4.859 -0.966
P -2.932 -2.549 0.213
O -4.107 -3.689 0.413
O -3.194 -1.852 -1.071
O -2.702 -1.913 1.535
P 0.167 -3.033 -0.212
O 0.976 -4.273 0.538
O 0.531 -3.043 -1.637
O 0.364 -1.877 0.731
H -2.412 -4.689 1.708
H -1.291 -3.536 2.086
H -0.756 -5.031 1.529
H -2.722 -5.345 -0.806
H -0.960 -5.603 -0.929
H -1.748 -4.413 -1.957
H -4.885 -3.457 -0.104
H 1.595 -4.634 -0.107
C -2.755 -0.081 -4.127
C -2.450 1.093 -3.263
C -2.206 2.370 -3.705
C -1.915 3.343 -2.747
N -1.840 3.076 -1.447
C -2.022 1.822 -1.041
S -1.853 1.331 0.593
N -2.386 0.876 -1.945
C -1.626 4.759 -3.137
H -2.982 0.237 -5.142
H -3.588 -0.652 -3.715
H -1.875 -0.726 -4.138
H -2.230 2.602 -4.760
H -2.567 -0.072 -1.581
H -1.874 4.956 -4.179
H -0.563 4.952 -2.980
H -2.175 5.438 -2.486
N -1.457 -0.163 3.378
C -0.310 0.538 3.458
O 0.614 0.356 2.581
C -0.067 1.402 4.540
C -1.022 1.533 5.572
N -1.800 1.629 6.422
C 1.144 2.135 4.590
N 2.134 2.727 4.632
H -1.667 -0.712 2.549
H -2.231 0.115 3.957
O 2.299 0.618 -1.947
N 1.181 0.307 -2.309
O 0.828 0.244 -3.477
O 0.263 0.019 -1.418
*
```

C15H16N3OSV as an isolated structure in a non-equilibrium geometry, computed with ωB97M-V/def2-TZVPD.

Results
Orbital gap (spin up / spin down) (eV): 3.896 / 3.970
HOMO level (spin up / spin down) (eV): -0.922 / -1.009
E_tot (eV): -58846.2223
<S²>: 3.896

ORCA input file:
```
! wB97M-V def2-TZVPD RIJCOSX def2/J DEFGRID3
* xyz -1 4
V 2.157 1.064 0.555
N -1.810 0.542 -0.400
C -2.193 0.853 -1.712
C -3.526 0.669 -2.112
C -3.921 0.927 -3.426
C -2.985 1.361 -4.359
C -1.655 1.530 -3.976
C -1.254 1.270 -2.658
S 0.448 1.492 -2.215
N 0.523 1.047 -0.618
C -0.509 0.650 0.077
C -0.258 0.260 1.563
C -1.285 -0.236 2.367
C -1.015 -0.550 3.701
C 0.268 -0.375 4.202
C 1.238 0.104 3.344
N 1.005 0.418 2.054
H -2.577 0.434 0.241
H -4.271 0.316 -1.404
H -4.957 0.783 -3.722
H -3.286 1.563 -5.384
H -0.927 1.864 -4.713
H -2.289 -0.401 2.003
H -1.803 -0.931 4.344
H 0.507 -0.609 5.233
H 2.261 0.255 3.678
C 4.254 -1.910 1.184
O 3.618 -0.702 0.791
C 2.574 -0.961 0.003
C 1.427 -1.232 -0.863
H 3.568 -2.545 1.756
H 5.102 -1.656 1.827
H 4.635 -2.453 0.312
H 1.490 -2.239 -1.285
H 1.388 -0.517 -1.690
H 0.491 -1.155 -0.301
H 3.564 1.069 1.600
*
```

A 2-piece molecular cluster, C3H8NO2 overall in a non-equilibrium geometry, computed with ωB97M-V/def2-TZVPD.

Results
Orbital gap (eV): 11.955
Energy relative to the best compared isomer or geometry (same formula, charge and spin) (kcal per mole): 50.9
HOMO level (eV): -15.011
E_tot (eV): -8817.7434

ORCA input file:
```
! wB97M-V def2-TZVPD RIJCOSX def2/J DEFGRID3
* xyz 1 1
O 0.689 1.733 0.054
C 1.327 1.778 -0.976
O 0.788 1.161 -2.034
H 2.305 2.266 -1.130
H 1.271 1.274 -2.879
C -0.931 -0.753 0.216
C -1.280 -2.025 0.204
N -0.302 -0.164 1.460
H -0.640 -0.009 -0.499
H -1.931 -2.395 -0.621
H -1.195 -2.833 1.036
H -0.817 0.257 2.221
H 0.386 0.634 1.213
H 0.330 -0.923 1.734
*
```

A 4-piece molecular cluster, C3H13NO3 overall, computed with ωB97M-V/def2-TZVPD.

Results
SMILES: C=CNC.O.O.O
Orbital gap (eV): 8.579
Energy relative to the best compared isomer or geometry (same formula, charge and spin) (kcal per mole): 31.6
HOMO level (eV): -7.943
E_tot (eV): -10953.4006

ORCA input file:
```
! wB97M-V def2-TZVPD RIJCOSX def2/J DEFGRID3
* xyz 0 1
C -1.721 -1.027 -0.324
C -1.624 0.259 0.026
N -1.752 0.739 1.301
C -1.640 2.098 1.794
H -1.876 -1.767 0.437
H -1.451 -1.383 -1.310
H -1.408 0.996 -0.723
H -1.616 0.064 2.037
H -1.997 2.823 1.053
H -0.609 2.364 2.060
H -2.309 2.185 2.650
H 0.724 1.687 -0.874
H 1.476 3.049 -0.954
O 1.396 2.233 -0.458
H 1.539 -2.714 -1.080
H 1.647 -3.922 -2.047
O 1.692 -3.660 -1.124
H 2.099 0.148 -0.053
H 2.437 -1.298 -0.057
O 2.390 -0.544 -0.666
*
```

One molecule with the formula C3H3ClO2S in a non-equilibrium geometry, computed with ωB97M-V/def2-TZVPD.

Results
Orbital gap (spin up / spin down) (eV): 7.305 / 7.311
Energy relative to the best compared isomer or geometry (same formula, charge and spin) (kcal per mole): 149.3
HOMO level (spin up / spin down) (eV): -8.958 / -8.957
E_tot (eV): -30605.2027

ORCA input file:
```
! wB97M-V def2-TZVPD RIJCOSX def2/J DEFGRID3
* xyz 0 1
C 0.317 -1.310 -0.067
C -0.875 -0.317 -0.390
C -0.906 1.077 -0.754
O 1.513 0.628 1.477
O 2.744 -1.413 1.046
S 1.603 -0.624 0.733
Cl -2.234 1.733 -1.511
H -1.603 -0.932 -0.840
H -0.482 -0.469 0.814
H -0.077 1.626 -0.508
*
```

Number 5 is which compound?
C4H6N2O

The lowest E_tot belongs to which entry?
C15H11Cl5FeN5O2S